Molecular formula: C76H95F9N4O44
Method: DFT, ωB97M-V with the def2-TZVPD basis set

The geometry in XYZ format:
```
228
Properties=species:S:1:pos:R:3:forces:R:3
C -2.710755 -3.084462 -2.917625 -0.6921 -0.2201 -0.6713
C -3.114014 -3.981640 -1.914786 -0.6006 0.4772 -0.2030
C -4.289394 -4.689873 -2.064850 -0.6645 -0.0868 -0.8698
C -5.074015 -4.519007 -3.228776 0.8905 -0.7209 0.9837
C -4.658404 -3.721590 -4.263938 0.5389 2.0639 0.3104
C -3.505285 -2.918536 -4.072272 0.2847 -1.5852 0.6652
N -6.296963 -5.303263 -3.401308 -1.0013 -1.0322 1.6975
O -6.725025 -5.379906 -4.542288 -0.2227 -0.2897 1.1067
O -6.807414 -5.839232 -2.362762 1.2042 1.3376 -2.9561
H -1.776640 -2.543070 -2.890768 -0.0737 0.0315 0.3675
H -2.657991 -4.099447 -0.942894 0.7228 0.1393 -0.2217
H -4.571545 -5.414114 -1.315015 -0.2962 0.1168 0.0349
H -5.299098 -3.509983 -5.107228 0.0614 -0.4358 -0.1577
H -3.117809 -2.302424 -4.870188 -0.1989 0.1904 -0.0057
C -3.570956 2.677004 7.609092 0.5022 1.2409 1.1029
C -3.980732 1.748117 6.693041 -0.6516 0.3898 -1.1202
C -4.353720 2.188267 5.405464 0.6959 0.8956 -0.3639
C -4.245326 3.555630 5.063882 -0.2502 -0.6830 1.2303
C -3.856618 4.479413 6.065908 -0.3880 0.1369 -1.4233
C -3.525664 4.050051 7.323980 0.3546 -0.8097 -0.7260
N -4.640695 4.009433 3.699155 -0.8429 1.4278 -1.6826
O -4.803750 5.221862 3.470504 0.7656 -1.4246 1.4132
O -4.857637 3.201824 2.798859 0.4900 -0.3326 1.4940
H -3.229009 2.436882 8.604992 -0.1172 -0.5869 0.0516
H -4.050158 0.700592 6.946587 0.0895 -0.0329 -0.0555
H -4.603886 1.486528 4.623557 -0.1738 -0.0640 0.0109
H -3.784926 5.539683 5.873349 -0.1301 0.0171 -0.4222
H -3.092693 4.787916 7.983131 -0.2516 -0.1969 0.4285
C -0.362854 1.745558 0.369703 1.2113 -0.5958 -0.8821
C 0.978857 1.443581 0.033265 -0.6420 -0.5519 0.6159
C 1.366981 0.124305 -0.264803 -0.9984 -0.6120 0.1253
C 0.366281 -0.890404 -0.293339 0.2615 1.9344 0.0814
C -0.963991 -0.499325 -0.190700 0.5857 -2.4900 -0.1637
C -1.309678 0.755611 0.163598 -0.8223 1.6205 0.8918
N 0.684440 -2.323303 -0.419358 1.0637 0.8772 -1.1970
O 1.881000 -2.541360 -0.692849 -1.8577 -0.5927 0.6634
O -0.234330 -3.120295 -0.350815 1.2285 0.2703 0.0653
H -0.640787 2.720509 0.742015 -0.0083 0.0292 0.0238
H 1.718605 2.220644 0.157153 0.2273 -0.0435 -0.1616
H 2.395951 -0.149695 -0.445168 0.0769 0.0984 0.1378
H -1.705170 -1.275957 -0.308527 -0.2229 -0.0026 0.0974
H -2.342098 0.947979 0.415616 -0.1617 0.1470 -0.2162
C -4.426799 3.032561 -5.885992 0.1612 0.4550 -0.5658
C -4.706456 3.812858 -4.801597 -0.1706 -0.0777 1.7280
C -4.613033 3.231464 -3.522761 -0.1430 0.6233 0.3509
C -4.287143 1.904301 -3.343765 0.1037 0.4452 -1.5506
C -4.016309 1.124707 -4.473585 -0.1712 -0.3765 0.8484
C -4.027099 1.729307 -5.706259 -0.4400 -1.0530 -0.4989
N -4.199810 1.335013 -2.015193 0.6072 4.6218 1.9381
O -4.071016 2.134957 -1.025512 -0.5353 -1.3638 -2.1253
O -4.184309 0.177671 -1.895604 -0.0536 -3.6849 0.2373
H -4.533794 3.417087 -6.889533 0.0812 0.1104 -0.0609
H -5.025240 4.843396 -4.854111 0.0334 0.0397 -0.1676
H -4.832503 3.791105 -2.625529 -0.0585 0.2799 -0.0918
H -3.880379 0.057555 -4.378096 0.3212 0.0246 0.0502
H -3.885311 1.111318 -6.580552 0.2232 -0.0740 -0.0468
C -0.368343 -8.867888 -5.921162 -2.5294 -1.5009 0.3254
C 0.772459 -7.942867 -5.970966 0.3139 -0.3444 -0.7283
O 1.044064 -7.516374 -4.617160 -0.0230 2.4391 0.0769
C 0.750716 -6.194095 -4.311434 0.0931 -0.3155 -1.5439
O 0.144639 -5.413508 -5.009170 0.8191 -1.1657 1.0322
C 1.354600 -5.774112 -2.932187 1.3443 -1.2078 -0.2251
F 0.378096 -5.395202 -2.153869 -0.3062 0.2568 0.5247
F 2.037678 -6.813374 -2.389083 -0.7863 0.2698 0.0370
F 2.280974 -4.801359 -3.020323 -0.7019 0.1438 -0.5105
H -0.358395 -9.517901 -5.046250 0.4192 0.0329 0.1703
H -0.555327 -9.569855 -6.733796 0.8766 0.1646 -0.4869
H -1.355251 -8.407561 -5.874048 0.0992 0.6827 0.2196
H 0.584320 -7.152439 -6.697553 0.0839 0.4634 0.5677
H 1.638497 -8.488741 -6.345284 0.3370 0.1852 0.4597
C 0.374979 3.189953 -3.397717 1.0319 1.4589 0.6961
C -0.437598 2.091232 -3.908354 -2.0119 0.8203 -1.3495
O 0.337211 0.932912 -3.827665 1.4043 -2.2839 -0.2702
C -0.130984 -0.283855 -4.150033 -2.8811 2.8880 0.6384
O -1.313943 -0.504453 -4.337268 1.8106 -0.2969 -0.1558
C 0.922792 -1.342552 -4.154412 0.9367 -2.7140 1.8189
F 1.061965 -1.901960 -5.322333 0.4769 0.4202 -1.5459
F 2.133336 -0.981745 -3.661216 -1.1059 0.0718 -0.5314
F 0.470480 -2.397124 -3.382806 0.2633 1.2039 0.2182
H 1.223106 3.378995 -4.055783 0.5006 -0.5960 0.3300
H 0.648192 2.951551 -2.369791 0.4003 0.3840 -0.0585
H -0.069948 4.183877 -3.445295 -0.8348 -0.2600 0.2858
H -0.657062 2.346723 -4.945006 -0.1574 -0.5797 -0.3681
H -1.414280 2.009845 -3.431308 0.1148 -0.3876 0.3495
C 6.016214 -1.993452 -3.760339 0.2272 0.4592 -0.2424
C 5.271277 -1.455157 -2.512395 -0.1977 -0.8220 -0.9713
O 5.087729 -0.037880 -2.804144 -0.1848 1.8098 0.5298
C 4.791978 0.898548 -1.869857 1.2820 -3.8794 2.2676
O 4.837459 0.675089 -0.656942 -0.3738 1.2201 -2.6046
C 4.289544 2.187334 -2.477577 0.0431 0.8705 -0.6084
F 4.744021 3.268628 -1.796848 -0.5589 -0.7488 -0.2468
F 4.634964 2.363497 -3.765277 -0.1928 -0.1754 0.6691
F 2.946429 2.116698 -2.405989 0.5104 0.4502 0.0402
H 6.215459 -3.058947 -3.874931 -0.2957 -0.1496 0.9038
H 6.993670 -1.515675 -3.826579 0.0753 0.0859 0.1761
H 5.533427 -1.753710 -4.707720 -0.4406 0.3521 0.2266
H 5.784859 -1.718865 -1.587854 0.1523 0.7255 0.0267
H 4.254915 -1.841149 -2.434180 0.0075 -0.1987 -0.0176
C -1.307036 7.536228 4.309978 1.2010 -0.1018 -0.1812
C -0.459851 6.334535 3.961536 1.0809 1.7548 -0.3086
C 0.072516 5.520370 5.124886 -0.0775 -0.5522 -0.6136
O -0.339603 4.222911 4.724848 -0.5689 -1.5475 0.2013
C -1.139127 4.227061 3.624571 0.4620 -0.4116 0.4695
O -1.627894 3.236532 3.139902 0.3400 1.1065 0.3028
O -1.253229 5.492015 3.198425 -1.4704 -2.1329 -0.9551
H -1.283645 8.225953 3.466283 -0.4499 0.0575 0.1021
H -0.800287 8.006768 5.152535 -0.5030 0.3086 0.2093
H -2.301647 7.145145 4.524232 -0.0520 0.4652 0.2201
H 0.360965 6.536048 3.273246 0.2362 0.6880 0.2859
H -0.343700 5.792732 6.094769 -0.1361 -0.1246 0.0061
H 1.160627 5.471432 5.166283 -0.0529 0.3730 0.1141
C 6.894016 4.591533 1.364784 -0.8308 0.6645 0.2009
C 7.802274 5.598813 0.694954 2.1473 -4.0207 0.3504
C 7.621546 5.851816 -0.783070 -0.4840 -0.6280 0.3829
O 7.648343 7.280097 -0.859519 0.5457 -0.1497 -0.3845
C 7.867538 7.796396 0.368146 -0.7724 2.6502 0.9807
O 7.958446 8.993099 0.625316 -0.0051 -3.2827 -0.7215
O 7.824011 6.796589 1.291684 -0.7376 4.3459 1.0539
H 5.902500 4.738263 0.936439 -0.2907 -0.5193 0.2828
H 6.849757 4.785613 2.436448 -0.1097 0.3307 -0.0233
H 7.217941 3.551097 1.339162 0.0542 0.1073 -0.7233
H 8.796742 5.236921 0.956051 0.5198 -0.5504 -0.8178
H 6.654299 5.446862 -1.080632 -0.1662 0.4235 -0.3462
H 8.388522 5.325455 -1.351215 0.1138 0.6334 -0.2832
C 6.254887 1.224459 3.813356 -0.4144 0.5396 -1.3896
C 5.234040 1.532535 2.686136 1.1466 -0.2122 1.4107
C 3.898087 0.852548 2.918718 1.2269 -2.4660 0.4520
O 2.878544 1.823712 2.891645 0.8526 1.1003 -0.9920
C 3.510547 3.027781 2.708335 -1.5704 1.1625 0.5203
O 2.892234 4.078651 2.589585 1.4555 -1.8559 0.1050
O 4.843948 2.885105 2.783913 -0.7787 1.8572 -0.5813
H 7.150418 1.833505 3.690155 -0.0516 0.2224 -0.0694
H 6.582485 0.207449 3.597805 -0.2408 -0.2764 0.8109
H 5.798222 1.480124 4.769496 0.1720 -0.6376 0.1509
H 5.774112 1.357513 1.755652 -0.7121 -0.0400 -0.3789
H 3.951520 0.395942 3.907034 -0.3598 0.1042 0.2218
H 3.822632 -0.002151 2.246485 -0.8139 0.3314 -0.4018
C -7.450612 -0.977963 0.964342 0.4844 -0.8583 -0.2971
C -5.913094 -0.814320 0.832601 -1.8349 1.9717 0.9528
C -5.409197 0.265815 1.774991 0.4783 0.5713 -0.1497
O -4.156539 -0.263191 2.237924 1.6607 -0.4410 0.0566
C -4.053533 -1.591547 1.945776 -0.1837 -0.4323 0.9367
O -3.177015 -2.385432 2.271408 -1.9501 2.2740 -0.9660
O -5.217763 -1.913007 1.341322 0.5824 -2.5334 -0.8609
H -8.076378 -0.274934 0.414571 0.5677 0.5076 0.0115
H -7.753223 -0.956314 2.011275 0.0440 -0.1235 -0.0253
H -7.739401 -1.930010 0.519024 0.0696 -0.2459 0.2255
H -5.649305 -0.515728 -0.181982 0.3052 -0.7248 -0.1002
H -5.997348 0.444739 2.675082 -0.3241 -0.0568 -0.2056
H -5.230612 1.196014 1.235615 0.0990 0.0413 0.3162
C 4.976253 -5.747622 -0.293934 -1.2279 1.3941 -0.6361
C 4.289866 -4.370486 0.073501 0.6088 -2.8239 -0.8263
C 3.616552 -4.335961 1.419185 -0.3663 -1.5773 -1.0159
O 4.202668 -3.212153 2.036742 -0.9560 0.5060 0.9167
C 5.140080 -2.707396 1.245846 1.6240 2.8867 2.9884
O 5.809553 -1.716966 1.555168 -1.2886 -1.6127 -0.8291
O 5.323326 -3.456628 0.224370 1.6812 0.8709 -2.5419
H 5.894921 -6.006545 0.232483 -0.4078 0.2166 0.6494
H 5.292825 -5.646688 -1.332045 -0.1872 -0.2610 -0.2082
H 4.176342 -6.482963 -0.207267 0.3332 -0.3752 -0.0473
H 3.603385 -4.069756 -0.717952 0.2613 0.0614 -0.1192
H 3.885517 -5.292155 1.868020 -0.2400 0.3755 0.9458
H 2.541032 -4.293767 1.247178 0.1513 0.4371 0.7875
C -1.022382 5.380889 -0.695017 -0.7675 0.6035 -0.7017
C -2.486351 4.990315 -1.024654 1.4323 -1.2613 2.1083
C -3.435818 4.976365 0.219669 1.5206 0.7504 -0.7608
O -4.551766 5.714618 -0.287484 -0.2704 0.3729 -0.7426
C -4.265706 6.239416 -1.524960 -3.2277 0.5618 -2.0055
O -5.069568 6.830807 -2.269489 2.3359 -1.4997 2.8602
O -3.060976 5.871129 -1.959300 0.0510 0.1593 0.3105
H -0.350852 4.523068 -0.659131 -0.1040 0.0856 0.1811
H -0.948373 6.017961 0.186330 -0.0239 -0.3276 0.2596
H -0.705371 6.041995 -1.501571 0.2668 -0.1656 -0.2225
H -2.520073 3.955734 -1.366126 0.0726 0.1587 -0.7912
H -2.982025 5.477953 1.074414 -0.2126 0.4363 -0.0631
H -3.588862 3.951809 0.558728 -0.9586 0.1384 -0.3606
C -1.607129 -0.403811 4.993911 0.0094 2.0051 -2.4448
C -0.868031 -0.753491 3.647257 -0.1485 1.1647 2.5753
C 0.553046 -0.190351 3.503593 -1.1431 0.4111 -0.1788
O 1.246185 -1.310941 2.946389 0.7244 0.6089 -0.4002
C 0.538174 -2.396853 3.198417 0.9111 -3.9178 -1.8083
O 0.868324 -3.540898 2.829678 -0.8522 3.1485 1.2764
O -0.588715 -2.081777 3.802651 0.0192 -3.5470 -0.0830
H -2.520369 -0.975079 5.160452 0.4230 -0.3590 -0.0038
H -1.938695 0.603898 4.743527 -0.3488 0.4167 0.5533
H -0.938146 -0.291411 5.847106 0.0030 -0.5611 -0.1106
H -1.405283 -0.601655 2.711089 -0.4960 0.1557 0.3196
H 1.004988 0.035800 4.469361 0.0496 0.4252 -0.1770
H 0.479356 0.616802 2.774771 0.8165 0.1522 0.3395
C -2.041454 -7.949591 -2.508340 0.2577 1.2904 -0.3100
C -1.658335 -9.342434 -2.077225 0.0497 0.7893 -1.4035
C -0.159615 -9.597117 -2.132136 0.6255 0.5629 -0.7076
O 0.252337 -9.818792 -0.771838 -1.1385 -0.4843 -0.2546
C -0.883400 -9.856630 -0.010733 0.4527 1.5155 2.9791
O -0.926667 -10.002762 1.205407 0.2727 -0.2232 -3.1359
O -1.942983 -9.402582 -0.722187 -0.5430 -1.6072 1.2888
H -1.837148 -7.732924 -3.556868 0.0404 -0.2837 -0.1454
H -1.464919 -7.220705 -1.938754 0.3604 -0.0580 0.1086
H -3.062627 -7.617899 -2.320528 -0.2829 -0.7183 0.0092
H -2.158779 -10.063721 -2.723301 -0.5104 -0.3850 0.5983
H 0.283112 -8.711701 -2.588342 0.5776 0.0497 0.6467
H 0.150299 -10.410782 -2.787894 -0.1678 -0.3909 0.3926
C 2.944270 6.398570 0.160236 -0.7139 0.8160 1.5603
C 2.480175 7.341444 1.360616 0.9121 -1.3316 -0.7136
C 3.155559 8.667831 1.431106 1.1390 1.2987 -0.4733
O 2.090744 9.616250 1.366963 0.6820 1.3653 0.2764
C 0.926141 9.014539 1.372754 -2.9066 0.8293 -0.5757
O -0.178232 9.555962 1.453562 2.8402 -1.5133 -0.0534
O 1.133795 7.701550 1.171099 -1.7523 -0.6938 0.1418
H 2.138220 5.684493 -0.008472 0.1475 -0.1333 0.0467
H 3.860409 5.867969 0.419592 -0.0900 0.0267 0.0419
H 3.090643 6.972269 -0.754937 -0.0141 0.1773 0.1140
H 2.585153 6.922761 2.361512 -0.1362 -0.9407 -0.2966
H 3.833313 8.799942 0.587718 -0.0759 0.3676 -0.0670
H 3.706594 8.904228 2.341363 0.0103 -0.3917 0.0216
C -2.661048 -6.409004 0.918224 0.0145 -0.0294 -0.7889
C -1.436382 -5.622652 1.342639 -2.7853 -0.2135 1.2724
C -1.145663 -5.873667 2.842015 -1.1176 1.7629 -0.7410
O 0.113180 -6.431033 2.782736 1.8810 -1.1437 0.9622
C 0.630474 -6.442492 1.560942 2.2231 -0.8961 -1.0465
O 1.777033 -6.787581 1.260492 -2.9424 0.9200 0.7791
O -0.309153 -6.059625 0.664562 1.4157 -0.0631 -0.3040
H -3.557887 -5.957150 1.342030 -0.0151 0.0468 0.0286
H -2.652917 -7.473629 1.151910 0.2671 0.0134 0.1699
H -2.696443 -6.314084 -0.167049 -0.3740 -0.1315 -0.1207
H -1.709682 -4.587376 1.138641 0.8044 0.2478 -0.0127
H -1.917656 -6.482211 3.312985 0.4146 -0.5845 -0.0997
H -1.112849 -4.935333 3.395685 0.2195 0.0018 -0.0085
```
Positions in Å, forces in eV/Å.

HOMO-LUMO gap: 8.782 eV
Highest occupied orbital energy: -9.901 eV
E_LUMO: -1.119 eV

Löwdin atomic charge list, values in e, 8 entries: -0.039 -0.048 -0.002 -0.156 0.003 -0.044 -0.316 0.074